24
Properties=species:S:1:pos:R:3 method="wB97M-V/def2-TZVPD" homo_ev=-3.069 charge=-1 multiplicity=1 e_tot_ev=-10018.439
C -0.587 2.364 0.906
C -1.849 1.882 0.221
N -1.526 0.743 -0.647
C -2.733 0.072 -1.193
H -0.845 3.126 1.698
H 0.202 2.814 0.262
H -0.005 1.502 1.388
H -2.215 2.721 -0.433
H -2.591 1.622 0.996
H -0.853 0.056 -0.112
H -2.388 -0.770 -1.798
H -3.407 -0.324 -0.358
H -3.322 0.733 -1.799
C 1.014 -1.268 -0.588
O 0.195 -0.932 0.480
C 2.355 -1.961 -0.092
C 3.083 -0.998 0.838
H 1.297 -0.408 -1.233
H 0.613 -2.106 -1.246
H 3.059 -2.148 -0.890
H 2.175 -2.879 0.460
H 4.012 -1.437 1.210
H 2.390 -0.741 1.649
H 3.311 -0.041 0.348

=====

13
Properties=species:S:1:pos:R:3 method="wB97M-V/def2-TZVPD" homo_ev=-18.436 charge=+2 multiplicity=1 e_tot_ev=-9146.638
C 2.598 4.245 1.076
C -1.153 -2.131 0.037
C 0.127 1.971 0.027
N 1.000 2.617 0.405
N 1.857 3.446 0.769
N -2.023 -1.363 -0.688
N -0.229 -2.842 -0.564
H 3.295 4.956 1.346
H -1.196 -2.268 1.063
H -2.893 -0.926 -0.240
H -1.855 -1.402 -1.664
H 0.575 -3.231 0.011
H -0.105 -3.073 -1.577

=====

19
Properties=species:S:1:pos:R:3 method="wB97M-V/def2-TZVPD" homo_ev="-7.502 / -7.436" multiplicity=1 e_tot_ev=-8459.366
C 2.836 -0.409 0.508
C 1.768 0.612 0.059
C 0.379 0.263 0.558
C -2.270 0.807 -1.465
C -2.229 0.230 -0.213
C -1.399 -1.093 0.180
O -0.070 -0.869 -0.056
H 2.898 -0.460 1.601
H 2.588 -1.410 0.141
H 3.830 -0.140 0.124
H 2.053 1.608 0.415
H 1.758 0.647 -1.037
H 0.272 0.273 1.647
H -1.399 1.250 -1.934
H -3.182 0.893 -2.038
H -3.223 0.116 0.244
H -1.303 0.909 0.419
H -1.601 -1.261 1.245
H -1.708 -1.967 -0.400

=====

100
Properties=species:S:1:pos:R:3 method="wB97M-V/def2-TZVPD" homo_ev=-0.009 charge=-2 multiplicity=1 e_tot_ev=-69749.827
Cs -0.343 -22.522 0.678
C -1.262 -17.625 1.725
C -1.776 -18.838 1.205
N -1.012 -19.874 1.612
N -0.011 -19.330 2.406
C -0.168 -18.030 2.513
B 0.964 -20.112 3.384
N 2.200 -20.654 2.648
C 3.469 -20.369 2.996
C 4.334 -20.793 1.978
C 3.469 -21.336 0.993
N 2.163 -21.190 1.377
N 0.121 -21.258 3.984
C -0.524 -21.146 5.203
C -0.773 -22.434 5.717
C -0.153 -23.316 4.776
N 0.417 -22.612 3.760
H -1.523 -16.577 1.540
H -2.713 -19.052 0.636
H 0.473 -17.372 3.088
H 1.305 -19.316 4.245
H 3.674 -19.885 3.954
H 5.434 -20.686 1.930
H 3.669 -21.864 0.038
H -0.974 -20.211 5.553
H -1.348 -22.627 6.641
H -0.083 -24.392 4.780
C 0.549 -16.706 -3.380
C 0.515 -18.199 -3.288
C 1.605 -19.035 -3.482
C 1.591 -20.408 -3.319
C 0.421 -21.081 -2.882
N 0.445 -22.408 -2.565
C 0.835 -23.284 -3.470
C 0.621 -23.137 -4.887
C 1.111 -23.965 -5.865
C 1.910 -25.100 -5.548
C 2.666 -25.978 -6.512
C 1.996 -25.383 -4.208
C 1.569 -24.559 -3.151
N 2.167 -24.866 -1.927
C 3.225 -25.774 -1.694
C 3.342 -25.922 -0.351
C 2.413 -25.031 0.262
N 1.706 -24.410 -0.699
C -0.745 -20.205 -2.724
C -0.695 -18.840 -2.995
N -2.019 -20.716 -2.390
C -3.233 -20.168 -2.730
C -4.229 -21.000 -2.260
C -3.565 -22.057 -1.593
N -2.234 -21.881 -1.606
H 1.554 -16.370 -3.149
H -0.081 -16.230 -2.608
H 0.202 -16.287 -4.336
H 2.522 -18.554 -3.881
H 2.483 -20.985 -3.619
H 0.148 -22.240 -5.254
H 0.827 -23.787 -6.912
H 2.674 -25.500 -7.522
H 2.344 -27.010 -6.511
H 3.713 -26.117 -6.213
H 2.395 -26.382 -3.938
H 3.721 -26.240 -2.523
H 4.032 -26.521 0.232
H 2.249 -24.888 1.329
H -1.574 -18.190 -2.810
H -3.350 -19.236 -3.249
H -5.316 -20.871 -2.412
H -3.955 -23.001 -1.172
C -1.418 -26.882 1.332
C -0.394 -26.805 2.489
C -0.765 -27.483 3.834
O 0.669 -26.161 2.360
H -1.953 -27.835 1.266
H -0.931 -26.622 0.399
H -2.169 -26.093 1.564
H -1.177 -26.707 4.501
H 0.127 -27.948 4.236
H -1.518 -28.243 3.666
C -3.763 -22.450 1.712
Si -4.243 -24.223 2.176
C -5.230 -24.358 3.761
C -5.327 -24.644 0.718
C -6.175 -23.657 0.240
C -6.957 -23.878 -0.880
C -6.953 -25.114 -1.499
C -6.264 -26.195 -0.896
C -5.421 -25.924 0.172
H -4.579 -21.718 1.674
H -3.261 -22.398 0.729
H -3.102 -22.033 2.494
H -5.314 -23.367 4.173
H -4.695 -24.937 4.512
H -6.213 -24.771 3.596
H -6.293 -22.718 0.740
H -7.485 -22.996 -1.247
H -7.503 -25.292 -2.425
H -6.375 -27.229 -1.241
H -4.808 -26.739 0.534